Entry 1:
DFT (the ωB97M-V functional and the def2-TZVPD basis) results for a molecular structure, C24H20N5O4RuS2 in a non-equilibrium geometry.

The value obtained for the lowest unoccupied orbital energy (alpha / beta) is 4.6174 / 4.6130 eV. The energy above the lowest of the compared OMol25 structures with the same formula, charge and spin comes out at 2.628 eV. The HOMO energy (alpha / beta) comes out at 0.414 / 0.000 eV. The HOMO-LUMO gap (alpha / beta) is 0.1545 / 0.1695 Ha. As for the calculated total energy: -65103.266 eV. The expectation value of S² is 1.123.

```
! RIJCOSX wB97M-V def2-TZVPD def2/J DEFGRID3
* xyz -2 2
Ru -0.73581 -1.94646 0.34340
C -3.96365 0.65366 1.82725
C -2.88397 0.16882 0.88010
N -1.82714 -0.55383 1.40193
N -1.70950 -0.39806 2.77825
C -1.29132 -1.34285 3.59734
N -1.25517 -0.93037 4.95697
S -0.80623 -2.84589 3.09715
C -3.00551 0.41236 -0.45129
C -4.11930 1.14077 -1.04948
C -4.30225 1.26193 -2.37347
C -3.35461 0.61129 -3.27855
C -2.27951 0.01299 -2.73958
N -2.00048 -0.01891 -1.38931
H -4.09335 -0.05395 2.64788
H -4.92963 0.72470 1.33455
H -3.74971 1.63860 2.26365
H -2.08127 0.44174 3.19348
H -0.64940 -0.12756 5.08446
H -0.88590 -1.70352 5.49366
H -4.83097 1.61192 -0.38563
H -5.15675 1.80394 -2.76096
H -3.49804 0.58915 -4.34942
H -1.54145 -0.49760 -3.34207
C -0.75789 -0.54963 -0.96903
C 0.38076 -0.12618 -1.76126
C 0.43580 1.15913 -2.35999
C 1.56835 1.61244 -3.01178
C 2.70298 0.80529 -3.11129
C 2.66595 -0.46410 -2.53456
C 1.54266 -0.92247 -1.87157
H -0.42672 1.81002 -2.27375
H 1.57236 2.61037 -3.44065
H 3.59057 1.15633 -3.62530
H 3.53467 -1.11098 -2.59525
H 1.54168 -1.91159 -1.43291
O 3.27579 -3.52117 1.65483
C 2.44823 -2.70446 1.22895
O 1.29340 -2.96003 0.77297
C 2.87655 -1.23773 1.19147
C 4.22750 -0.93910 1.05128
C 4.68590 0.37372 0.87832
C 3.73210 1.36021 0.86543
O 3.90287 2.72253 0.70550
C 2.57235 3.23595 0.57140
O 1.66777 2.24768 1.03144
C 2.39852 1.07412 1.04663
C 1.93465 -0.20171 1.21651
H 4.91966 -1.77053 1.05837
H 5.73573 0.60258 0.74503
H 2.37003 3.45530 -0.48308
H 2.47583 4.12870 1.19091
H 0.87416 -0.39357 1.33641
S -2.80426 -3.22649 -0.39058
C -1.47207 -3.43747 -1.40082
N -0.51497 -3.53003 -2.06394
*
```

Entry 2:
DFT (the ωB97M-V functional and the def2-TZVPD basis) results for 2 unconnected molecules or ions with the total composition C9H17BFN2O2P in a non-equilibrium geometry.

The value obtained for the lowest unoccupied orbital energy is -2.4344 eV. The HOMO energy comes out at -7.091 eV. The HOMO-LUMO gap is 0.1711 Ha. As for the calculated total energy: -29357.121 eV.

```
! RIJCOSX wB97M-V def2-TZVPD def2/J DEFGRID3
* xyz 0 1
C -1.24261 2.80812 -1.23483
C -1.63429 1.77801 -2.44880
P -1.38397 -0.07379 -2.05610
C -2.82643 -0.51672 -0.82360
C -4.31776 -0.32578 -1.48510
N 0.09670 -0.37701 -1.08897
C 0.24163 -1.64305 -0.31973
C 1.44384 -2.15912 0.65559
C 2.66742 -1.01315 0.71743
C 4.01907 -1.19881 1.62271
B 3.81778 -0.36495 3.05474
O 2.55864 -0.57266 3.80729
O 4.85123 0.57908 3.59781
C 2.26127 0.26516 -0.21480
N 1.08636 0.54909 -1.06211
H -0.29631 3.43394 -1.59686
H -0.89862 2.18118 -0.30565
H -2.11818 3.57322 -0.96879
H -1.11684 2.02053 -3.48403
H -2.80361 1.92297 -2.64026
H -2.71532 -1.62766 -0.45897
H -2.71538 0.27668 0.05475
H -5.06834 -0.93290 -0.78370
H -4.61296 0.81111 -1.41274
H -4.36898 -0.77481 -2.56503
H -0.66737 -2.40985 -0.43685
H 1.47745 -3.17039 1.25953
H 4.06000 -2.34423 1.94144
H 5.01285 -0.83649 1.12222
H 1.91712 0.12888 3.43251
H 4.30314 1.33706 3.96119
H 3.07753 1.13969 -0.20740
F -4.10505 -2.46337 0.36711
*
```

Question: Look up the calculated total energy of the second one.
Answer: -29357.121 eV